Here is a cluster of 2 separate species, C3H10SSi in total from OMol25. Energies are from ωB97M-V with the def2-TZVPD basis set.

The calculation puts the calculated total energy at -21979.883 eV. The calculation puts the energy relative to the best compared isomer or geometry (same formula, charge and spin) at 123.0 kJ/mol. The calculation puts the molar mass at 106.27 u. The multiplicity is 3.

Positions of all 15 atoms, in Å:
1 H 1.8746 -0.2426 0.7002
2 H -3.3889 -2.1323 0.4275
3 C -2.2763 -0.3217 0.5086
4 S 2.3987 -0.4080 -0.4555
5 Si 3.8136 1.0494 -0.0924
6 H -2.8064 -0.0755 1.4503
7 H -1.5608 -2.0659 -0.2535
8 C -2.5622 -1.6653 -0.1673
9 H -1.3855 0.7358 -1.1003
10 C -1.7909 0.7199 -0.1202
11 H -2.8479 -1.5452 -1.2346
12 H 4.7574 0.9120 -1.0877
13 H 4.2456 0.8934 1.2750
14 H 3.0361 2.4369 -0.2114
15 H -1.5072 1.7090 0.3612

***

Here is a structure of composition C3H10Si2 from OMol25. Energies are from ωB97M-V with the def2-TZVPD basis set.

The calculation puts the calculated total energy at -19024.862 eV. The calculation puts the energy relative to the best compared isomer or geometry (same formula, charge and spin) at 178.0 kJ/mol. The calculation puts the molar mass at 102.28 u.

Positions of all 15 atoms, in Å:
1 H -0.2680 1.9280 1.9174
2 H 1.5208 0.6059 -1.9485
3 H -0.8689 0.5226 -1.0334
4 H 2.5045 -0.7123 -2.5600
5 Si 0.6289 -1.6064 -1.1372
6 H -1.8447 -0.9272 -0.8466
7 H -0.7941 0.9977 3.3077
8 H -0.6481 -1.7037 1.9370
9 H -1.9724 1.5115 2.0998
10 Si -0.5900 -0.4217 1.2499
11 C -0.8852 -0.4770 -0.5949
12 C -0.9551 1.1478 2.2413
13 C 1.4798 -0.4027 -2.3590
14 H 0.9601 -0.3642 -3.3178
15 H 1.7323 -0.0982 1.0444

***

Here is a cluster of 2 separate species, C3H11BrSi2 in total from OMol25. Energies are from ωB97M-V with the def2-TZVPD basis set.

The calculation puts the calculated total energy at -89083.362 eV. The calculation puts the energy relative to the best compared isomer or geometry (same formula, charge and spin) at 427.4 kJ/mol. The calculation puts the molar mass at 183.20 u.

Positions of all 17 atoms, in Å:
1 H -2.0093 -0.9995 0.4603
2 H 0.4564 2.4247 0.2295
3 H 1.8624 -0.6513 1.8941
4 C 0.7699 -0.5597 1.7958
5 H 2.0486 1.8676 -0.5352
6 Si 0.2997 -0.1225 -0.0084
7 C -1.6125 -0.0655 0.1037
8 C 0.9875 1.8042 -0.5272
9 H -0.4154 -1.8933 -2.5783
10 H 0.4465 0.1320 2.4859
11 H 0.3035 -1.5154 2.2381
12 H 1.7656 -2.5166 -1.6321
13 H 0.7258 2.4570 -1.4063
14 H -1.9517 0.3411 -0.7955
15 Si 0.6885 -1.4900 -1.6799
16 Br 3.5805 2.1479 1.8260
17 H -1.7820 0.4732 1.0337

***

Here is a structure of composition C3H11ClIOSi2 from OMol25. Energies are from ωB97M-V with the def2-TZVPD basis set.

The calculation puts the calculated total energy at -41716.369 eV. The calculation puts the molar mass at 281.65 u. The charge is -1.

Positions of all 19 atoms, in Å:
1 Si 2.6940 -0.3267 0.3558
2 C -2.6535 -0.9937 0.3530
3 C -0.6782 0.9225 0.0697
4 H 1.0792 -0.0580 -1.8702
5 H -2.9482 -0.3478 1.3058
6 I 2.1261 0.4208 2.9787
7 Cl -2.0154 -2.6961 0.8702
8 O 2.3636 1.3684 -0.1261
9 H -3.6739 -1.2041 -0.2158
10 Si 0.8692 1.1919 -1.0997
11 H -1.2345 1.9691 0.0825
12 H 3.2270 -1.0118 -0.8138
13 H 3.6007 -0.2460 1.4923
14 H -0.7845 -1.0195 -1.1190
15 H -2.1792 0.1874 -1.5567
16 H -0.3412 0.6212 1.1737
17 H 1.3656 -0.8935 0.6990
18 H 0.7572 2.3776 -1.9381
19 C -1.5742 -0.2619 -0.6412